Density functional theory data (wB97M-V/def2-TZVPD) for a structure of composition C35H28F3O5PSV.

Values from the calculation:
E_tot = -100924.156 eV
Gap between HOMO and LUMO (spin up / spin down) = 5.6 / 5.6 eV
Energy above the lowest of the compared OMol25 structures with the same formula, charge and spin = 7.3 kcal/mol
Total charge = +3

Atoms and positions in Å:
1 V 0.01 0.36 -1.10
2 O 1.07 0.12 2.50
3 C 0.21 -0.28 1.83
4 O -0.08 0.40 0.57
5 C -0.77 -1.37 2.03
6 C -0.94 -1.79 3.34
7 C -1.89 -2.76 3.64
8 C -2.67 -3.30 2.64
9 C -2.50 -2.90 1.32
10 C -1.54 -1.94 1.00
11 P -1.27 -1.76 -0.76
12 C -2.81 -1.62 -1.62
13 C -3.15 -2.45 -2.69
14 C -4.41 -2.36 -3.25
15 C -5.33 -1.44 -2.74
16 C -4.99 -0.61 -1.67
17 C -3.74 -0.69 -1.10
18 C -0.13 -2.94 -1.37
19 C 0.48 -3.83 -0.47
20 C 1.32 -4.82 -0.94
21 C 1.56 -4.92 -2.31
22 C 0.98 -4.03 -3.21
23 C 0.15 -3.03 -2.75
24 H -0.34 -1.34 4.12
25 H -2.03 -3.08 4.67
26 H -3.42 -4.05 2.87
27 H -3.11 -3.35 0.54
28 H -2.46 -3.20 -3.06
29 H -4.69 -3.01 -4.06
30 H -6.32 -1.38 -3.18
31 H -5.73 0.07 -1.28
32 H -3.49 -0.06 -0.26
33 H 0.28 -3.76 0.59
34 H 1.78 -5.51 -0.26
35 H 2.22 -5.70 -2.68
36 H 1.19 -4.12 -4.27
37 H -0.28 -2.33 -3.46
38 O -1.20 1.46 -1.65
39 S -1.98 2.26 -2.82
40 C -0.64 3.36 -3.47
41 C -0.03 4.25 -2.45
42 C -0.50 5.55 -2.27
43 C 0.06 6.37 -1.29
44 C 1.09 5.89 -0.49
45 C 1.59 4.61 -0.69
46 C 1.04 3.80 -1.66
47 C -3.05 3.39 -1.82
48 C -3.20 2.91 -0.41
49 C -2.23 3.23 0.53
50 C -2.38 2.80 1.84
51 C -3.50 2.07 2.21
52 C -4.48 1.77 1.27
53 C -4.33 2.18 -0.04
54 H -1.17 3.89 -4.27
55 H 0.05 2.65 -3.94
56 H -1.27 5.94 -2.92
57 H -0.30 7.38 -1.17
58 H 1.52 6.53 0.26
59 H 2.43 4.26 -0.10
60 H 1.49 2.84 -1.88
61 H -3.98 3.39 -2.39
62 H -2.57 4.36 -1.88
63 H -1.37 3.82 0.24
64 H -1.64 3.07 2.58
65 H -3.63 1.77 3.24
66 H -5.37 1.24 1.58
67 H -5.11 1.99 -0.77
68 F 4.07 -0.29 -1.01
69 C 2.97 -0.80 -1.48
70 F 3.11 -2.06 -1.78
71 F 2.01 -0.73 -0.44
72 C 2.37 0.04 -2.63
73 O 2.99 0.66 -3.41
74 O 0.99 0.02 -2.56